{"formula": "C38H65N7O7PZr", "method": "ωB97M-V with the def2-TZVPD basis set", "species": ["H", "H", "C", "C", "H", "H", "H", "H", "H", "N", "C", "O", "N", "H", "C", "H", "C", "H", "H", "C", "Zr", "H", "H", "H", "H", "C", "H", "H", "N", "C", "O", "C", "C", "H", "C", "H", "H", "H", "O", "H", "H", "C", "H", "H", "H", "H", "H", "N", "C", "N", "C", "H", "N", "H", "C", "P", "O", "C", "C", "C", "H", "C", "H", "H", "C", "C", "O", "C", "H", "H", "H", "C", "H", "H", "H", "H", "C", "H", "H", "H", "H", "H", "H", "C", "H", "H", "H", "H", "H", "C", "C", "H", "C", "H", "H", "H", "C", "C", "O", "C", "C", "H", "H", "H", "H", "C", "C", "N", "O", "H", "C", "H", "H", "C", "C", "C", "H", "H", "H"], "coordinates": [[2.6196, 3.2378, -0.3780], [3.6130, 2.8889, -2.4990], [-2.6103, -0.7813, 5.2451], [-3.8017, 0.7228, 6.8947], [-0.7783, -0.2707, 6.2934], [-2.9966, 0.6282, 7.6270], [0.4975, 5.5725, -2.5224], [-1.4937, -2.6232, -1.6331], [0.3652, 6.0795, -0.8380], [0.8507, 1.1195, -1.3794], [1.8435, 4.0089, -4.2078], [-3.0726, -0.6181, 1.2628], [2.8805, 0.8276, 0.6089], [1.0981, -4.2716, -1.2142], [0.9636, -2.4197, 3.6139], [-3.8127, -3.3992, 3.4419], [0.0479, 3.6647, 0.3626], [1.7813, -4.8603, 0.3130], [-0.9947, 3.9739, 0.4216], [0.6738, 3.9692, -1.0205], [0.8657, -0.5007, -0.0230], [0.8820, 4.4172, -4.5253], [2.7252, 4.4765, -1.6534], [3.3167, 1.4895, -0.0054], [-3.2666, -2.7679, 0.5638], [2.0835, -1.9411, -4.6071], [0.4242, 1.9667, -5.2411], [-1.9697, 2.0101, -0.7949], [0.9639, -1.8622, -1.6614], [0.1014, 5.2857, -1.5483], [-0.0237, -1.9701, 1.4826], [0.7739, -2.5593, -4.0758], [-4.9983, -2.1698, 4.7535], [-1.0430, 3.2403, -4.8413], [-4.9715, -1.1222, 5.6639], [-1.2660, 0.8651, -4.3739], [3.2300, 1.5471, 2.5116], [-1.3738, 4.4673, -3.6205], [2.2351, -2.9399, -0.0994], [-2.6562, 0.8278, -3.2990], [2.4775, 3.9313, -5.1012], [-0.2526, -2.5746, 4.3100], [2.3122, 4.9302, 0.0013], [-5.8799, -0.8310, 6.1818], [0.1111, 2.6080, 0.6119], [2.3163, 4.7297, -3.5382], [3.4836, 0.0341, 0.7798], [-1.4663, -2.3087, 3.7015], [-1.2654, 2.4189, -2.8200], [-2.6247, -2.3036, -0.0501], [1.7104, 2.6204, -3.5810], [-5.9251, -2.6954, 4.5512], [-1.8099, -3.1447, -0.8226], [4.3822, -2.0386, -1.1462], [1.2591, 1.2046, 2.3881], [0.5009, 2.4229, -2.1185], [2.0061, -1.2444, 1.8200], [-2.2238, 2.6526, -1.6401], [3.0935, 2.1387, -3.0989], [-0.2019, -2.9895, 5.6494], [-1.1014, 0.2219, -2.7356], [1.0075, -3.2502, 6.2624], [3.0799, -2.5133, 3.6966], [2.0519, -1.8754, -5.7004], [2.1699, -2.6718, 4.2597], [-1.3551, 0.0415, 5.4163], [-1.4155, -0.3684, -0.2584], [0.2291, -2.0721, -2.7188], [3.7227, 1.9152, -3.9685], [-2.2339, 3.6908, -1.3116], [-0.0153, -4.5326, -3.6013], [-0.3304, -2.2367, -5.0936], [-0.9861, 5.2644, -1.6117], [-1.3006, -2.5715, -4.7195], [3.6246, -2.9051, -2.4828], [-0.9574, -3.2970, -0.2917], [2.1790, 4.1580, -0.7646], [3.1544, -3.2985, 6.0614], [3.7172, -1.1365, -2.5145], [2.8304, -4.6620, -1.1034], [1.1001, -4.4990, -4.9841], [0.5939, 4.2141, 1.1385], [-0.3939, -1.1555, -5.2624], [1.2813, 1.6194, -4.6672], [-0.6930, -0.0370, 4.5539], [1.0161, -3.5790, 7.2959], [2.9566, -2.5345, -4.3455], [-1.4171, -2.1834, 2.7022], [-1.8187, 0.9505, 1.8456], [2.2086, -3.0994, 5.5736], [1.9759, -4.2414, -0.5629], [1.0366, 0.6493, -4.2321], [-2.8736, 0.7385, 1.7157], [2.9817, 1.2315, -2.5051], [-2.6520, 3.3744, -4.1459], [-3.3958, 0.7959, 2.6673], [2.2907, -1.8889, -1.1026], [-3.7931, -0.4269, 5.9152], [0.3305, 0.7936, 1.5732], [-2.6341, -1.8846, 4.3801], [0.9061, -4.0831, -3.9891], [2.2348, -0.9328, -4.2199], [-3.3161, 1.4326, 1.0018], [-1.1315, -3.1062, 6.1944], [-3.6613, 1.6825, 6.3894], [-1.5734, 0.9983, -3.3381], [-1.5814, 3.4402, -3.9161], [2.5177, 1.4809, 1.8088], [1.1417, 1.4271, 3.5853], [2.1102, 1.4758, -5.3698], [3.5620, -2.0030, -1.8687], [-3.2400, 2.4017, -1.9637], [-4.7508, 0.7626, 7.4306], [1.0030, -1.8717, 2.2346], [-2.2832, -1.0573, 0.2886], [-3.8273, -2.5574, 4.1263], [-1.6015, 1.0951, 5.5442], [1.7320, -4.3718, -3.3328], [-0.1226, -2.7224, -6.0558]], "forces_ev_per_angstrom": [[0.0, 0.1, 0.0], [0.0, -0.1, -0.1], [0.1, 0.1, 0.1], [0.0, 0.0, -0.1], [0.0, 0.0, 0.0], [0.0, 0.0, 0.0], [0.0, 0.0, 0.0], [0.2, 0.3, -0.8], [0.0, 0.0, 0.0], [-0.2, -0.3, 0.5], [0.0, 0.0, -0.1], [-0.1, 0.4, 0.3], [-0.5, -0.3, 0.7], [-0.1, 0.0, 0.0], [0.0, 0.0, 0.0], [0.0, 0.0, 0.0], [0.0, 0.1, -0.1], [0.0, 0.0, 0.0], [-0.1, 0.0, -0.1], [0.1, -0.1, 0.2], [0.7, 1.8, -1.8], [0.0, 0.0, 0.0], [0.0, 0.0, 0.1], [0.0, 0.0, -0.4], [-0.2, -0.1, 0.0], [0.0, 0.0, 0.0], [0.0, 0.0, 0.0], [0.0, 0.0, -0.1], [-0.4, -0.8, -1.0], [0.0, 0.1, 0.0], [-0.1, -0.3, 0.1], [0.1, 0.0, -0.1], [0.0, 0.0, 0.0], [0.0, 0.0, 0.0], [0.0, 0.0, 0.0], [0.0, 0.0, 0.0], [0.2, 0.0, 0.2], [0.0, 0.0, 0.0], [0.2, -0.2, 0.0], [0.1, 0.1, 0.0], [0.0, 0.0, 0.1], [-0.2, 0.1, 0.0], [0.0, 0.0, 0.0], [0.0, 0.0, 0.0], [0.0, 0.1, -0.1], [-0.1, 0.0, -0.1], [0.2, -0.1, 0.1], [0.0, -0.2, 0.3], [0.0, -0.2, 0.1], [0.2, -0.3, 0.0], [0.1, -0.1, 0.1], [0.1, 0.0, 0.0], [-0.2, -0.3, 0.5], [0.0, 0.0, 0.0], [-0.2, 0.0, -0.1], [0.1, -0.1, -0.1], [0.1, -0.4, 0.6], [0.0, 0.0, 0.1], [0.0, 0.1, 0.0], [0.0, 0.0, 0.0], [0.0, 0.0, 0.0], [0.0, 0.0, 0.0], [0.0, 0.0, 0.0], [0.0, 0.0, 0.0], [0.0, -0.1, 0.0], [-0.1, -0.1, 0.0], [-0.4, -0.5, 0.3], [0.1, 0.1, 0.3], [0.0, 0.1, 0.0], [0.0, 0.0, 0.0], [0.1, 0.0, 0.0], [0.0, 0.0, -0.1], [0.0, 0.0, 0.0], [0.1, 0.0, 0.0], [0.1, -0.1, 0.0], [0.1, -0.1, 0.1], [0.0, 0.1, 0.0], [0.0, 0.0, 0.0], [0.0, -0.1, 0.0], [0.0, 0.0, -0.1], [0.0, 0.0, 0.0], [0.0, 0.0, -0.1], [0.0, -0.1, 0.0], [0.0, 0.0, 0.0], [0.0, 0.1, 0.1], [0.0, 0.0, 0.0], [0.0, 0.0, 0.0], [0.0, 0.1, -0.1], [0.2, 0.0, 0.0], [0.0, 0.0, 0.0], [-0.1, 0.0, 0.0], [0.0, 0.1, 0.0], [-0.1, -0.1, 0.0], [0.0, -0.1, 0.0], [0.0, 0.0, 0.0], [0.0, 0.0, 0.0], [-0.5, -0.3, 0.2], [0.1, 0.0, 0.0], [0.6, 0.7, 1.3], [0.1, 0.0, 0.0], [0.1, -0.1, 0.0], [0.0, -0.1, 0.0], [0.0, 0.0, 0.0], [0.0, 0.0, 0.0], [0.0, 0.0, 0.0], [0.0, 0.1, 0.0], [-0.1, 0.0, 0.0], [-0.2, 0.2, -0.2], [-0.2, 0.0, -0.1], [0.0, 0.0, 0.0], [0.3, 0.3, -0.1], [0.0, 0.0, 0.0], [0.0, 0.0, 0.0], [-0.1, 0.0, 0.2], [0.1, 0.3, -0.3], [0.0, -0.1, 0.0], [0.0, 0.0, 0.0], [-0.1, 0.0, -0.1], [0.0, 0.1, 0.0]], "homo_lumo_gap_ev": 6.0, "homo_ha": -0.1269, "energy_ev": -75798.30928, "spin_multiplicity": 1, "charge": -1}